[1]
C23H18Cl2O2 | ωB97M-V/def2-TZVPD

Calculated values
E_LUMO ... -0.105 Eh

XYZ file:
```
45
Properties=species:S:1:pos:R:3:lowdin_charge:R:1
Cl -5.02342 1.09533 -2.64623 0.7319
C -3.40481 0.58651 -2.44265 -0.6543
C -3.13053 -0.77833 -2.23835 -0.0713
C -1.82546 -1.18548 -2.04558 0.0142
C -0.73670 -0.25892 -2.02050 -0.1773
C 0.54174 -0.82883 -1.81641 0.1109
C 1.82817 -0.31383 -2.10403 -0.1709
C 2.91367 -1.24662 -2.01548 0.0052
C 4.22570 -0.86968 -2.24242 -0.0818
C 4.52040 0.47490 -2.53364 -0.6646
Cl 6.14302 0.96653 -2.70634 0.7348
C 3.48302 1.41383 -2.64646 -0.0767
C 2.15407 1.01807 -2.49176 0.0173
C -1.04905 1.11727 -2.18606 0.0205
C -2.36291 1.52544 -2.43057 -0.0739
H -3.94225 -1.50354 -2.22290 0.1182
H -1.59837 -2.24159 -1.91677 0.1355
H 0.52580 -1.87178 -1.50851 0.1175
H 2.66695 -2.28930 -1.80876 0.1317
H 5.02968 -1.60421 -2.17798 0.1169
H 3.72793 2.44846 -2.87567 0.1118
H 1.37470 1.73130 -2.72691 0.0934
H -0.27546 1.87055 -2.14402 0.0952
H -2.59487 2.57200 -2.60954 0.1109
C 2.76764 -1.86738 1.66931 -0.0401
C 1.30053 -1.95371 1.28402 -0.5067
C 0.55063 -0.79927 1.70992 -0.0158
C -0.86885 -0.73259 1.64069 -0.4011
C -1.57029 0.23258 2.58263 -0.1412
C -1.01481 0.70775 3.78576 -0.0399
C -1.72124 1.61242 4.58434 -0.0905
C -3.03104 1.99185 4.23195 -0.0983
C -3.62658 1.45086 3.07964 -0.0881
C -2.89511 0.57242 2.27329 -0.0353
O -1.53558 -1.44474 0.87258 0.0056
O 0.83753 -2.92751 0.65333 -0.0334
H 2.88895 -1.25570 2.57430 0.0726
H 3.14063 -2.87710 1.84206 0.0768
H 3.36526 -1.43719 0.85531 0.0624
H 1.09629 -0.08379 2.32114 0.0755
H -0.02744 0.36945 4.09195 0.1026
H -1.25639 2.04609 5.47407 0.0984
H -3.58922 2.71422 4.84490 0.0988
H -4.64551 1.71983 2.79502 0.0971
H -3.35644 0.13343 1.39136 0.1055
```

=====

[2]
C23H18F3N6O2RuS | ωB97M-V/def2-TZVPD

Calculated values
E_LUMO (spin up / spin down) ... -0.118 / -0.204 Eh
2S+1 ... 5
Charge ... +1

XYZ file:
```
54
Properties=species:S:1:pos:R:3:mulliken_spin:R:1
Ru 0.62090 0.73416 0.64829 2.6267
O -3.45929 -0.30630 0.41144 0.1024
C -2.36009 0.00116 0.80676 -0.0303
N -1.36630 0.64068 0.05143 0.2426
C -1.61187 1.10331 -1.20201 0.2101
C -2.89950 1.35184 -1.75411 0.0016
C -3.00266 1.81577 -3.02841 0.0567
C -1.84745 2.05530 -3.81937 0.1480
C -0.58478 1.84436 -3.33135 -0.0729
C -0.43072 1.37384 -2.01567 0.2084
N 0.75133 1.11332 -1.39117 0.1778
C 2.00716 1.43103 -1.87451 -0.0102
O 2.29723 1.79567 -2.98854 0.0722
C 3.07067 1.27001 -0.80968 0.0077
C 4.40321 1.35177 -1.14146 -0.0007
C 5.35276 1.15430 -0.15056 0.0045
C 4.93150 0.89285 1.14261 0.0120
C 3.57828 0.85237 1.41214 -0.0160
N 2.66254 1.03586 0.45437 -0.0303
C -1.92314 -0.38687 2.19053 -0.0070
C -2.84938 -0.55591 3.20349 -0.0050
C -2.39205 -0.99063 4.43775 0.0019
C -1.04218 -1.26513 4.59545 0.0007
C -0.19084 -1.06784 3.52157 0.0241
N -0.62309 -0.62761 2.34357 0.0171
H -3.77904 1.18608 -1.15767 -0.0039
H -3.98282 2.01207 -3.44171 0.0045
H -1.96508 2.42755 -4.82944 0.0049
H 0.29009 2.04550 -3.92681 0.0008
H 4.66288 1.56006 -2.16975 -0.0007
H 6.40883 1.20375 -0.38401 0.0002
H 5.63843 0.73370 1.94513 0.0004
H 3.20664 0.68749 2.41252 -0.0117
H -3.89221 -0.34396 3.00987 0.0006
H -3.08084 -1.12293 5.26268 0.0001
H -0.64958 -1.62730 5.53599 0.0003
H 0.87168 -1.27293 3.59718 -0.0012
F 1.48824 2.73407 2.52720 0.0087
C 0.31750 2.09729 2.20186 0.0412
F -0.25288 1.81277 3.38276 0.0009
F -0.46381 3.07447 1.63776 0.0147
C 0.34886 -1.94408 -2.78534 0.0092
N -0.44072 -2.44716 -1.66210 0.0093
C -1.68402 -3.06110 -1.75973 0.0075
C -2.04887 -3.42189 -0.51780 0.0037
N -1.01640 -3.02571 0.31409 0.0130
C -0.03149 -2.42581 -0.37905 0.0052
S 1.44097 -1.79661 0.21742 0.1560
H -0.25443 -2.01340 -3.68596 0.0011
H 1.25279 -2.53669 -2.90126 -0.0018
H 0.62984 -0.90952 -2.60815 -0.0057
H -2.19536 -3.17750 -2.69998 0.0008
H -2.93797 -3.90999 -0.15868 0.0007
H -0.97350 -3.15557 1.31042 -0.0009
```

=====

[3]
C23H18FeOS5Te | ωB97M-V/def2-TZVPD

Calculated values
E_LUMO (spin up / spin down) ... 0.082 / 0.079 Eh
2S+1 ... 6
Charge ... -1

XYZ file:
```
49
Properties=species:S:1:pos:R:3:mulliken_spin:R:1
Fe -0.15584 0.67803 0.19888 3.7390
C 3.36645 -0.02118 -2.11493 0.0120
C 2.21667 -0.86631 -1.64613 0.0078
C 2.42072 -2.03827 -0.93482 0.0104
C 1.34723 -2.80615 -0.48911 0.0092
C 0.05014 -2.42401 -0.76992 0.0033
C -0.17840 -1.26027 -1.50664 -0.0228
C 0.89710 -0.47818 -1.92191 0.0172
H 3.31742 0.97060 -1.66132 -0.0059
H 3.33460 0.11373 -3.19786 -0.0049
H 4.32097 -0.47660 -1.85157 0.0001
H 3.43424 -2.34772 -0.70432 -0.0012
H 1.53381 -3.70326 0.08808 -0.0002
H -0.78924 -3.01030 -0.42279 0.0017
H -1.18306 -0.98378 -1.80102 0.0083
H 0.71372 0.39971 -2.53374 0.0199
O -6.60270 1.57260 2.21876 0.0000
C -5.47504 1.37989 1.82899 0.0001
S -4.73246 2.23583 0.47539 0.0010
C -3.17006 1.43423 0.52465 -0.0038
C -3.00477 0.49828 1.47608 0.0083
S -1.55134 -0.43828 1.76338 0.0990
S -4.36810 0.20384 2.54325 0.0010
S -1.98818 1.92603 -0.67172 0.1006
Te 2.32025 0.28299 1.81834 -0.0031
C 1.52780 1.20429 3.54598 -0.0249
C 1.80289 2.53791 3.81698 0.0167
C 1.32397 3.12097 4.98189 -0.0012
C 0.56775 2.37491 5.87484 0.0005
C 0.28666 1.04475 5.59833 0.0024
C 0.76421 0.45917 4.43432 0.0071
C 3.53620 -1.00379 3.03878 0.0352
C 4.85604 -0.64488 3.29665 -0.0026
C 5.69030 -1.48013 4.02864 0.0018
C 5.21831 -2.69692 4.49966 -0.0002
C 3.90771 -3.07195 4.23815 0.0026
C 3.07669 -2.23229 3.50850 -0.0023
H 2.36973 3.12445 3.10561 -0.0147
H 1.53756 4.16269 5.18761 0.0002
H 0.18649 2.83248 6.77948 0.0003
H -0.32209 0.46339 6.27970 -0.0001
H 0.51632 -0.57029 4.21113 0.0071
H 5.23358 0.30343 2.93156 -0.0006
H 6.71186 -1.17920 4.22819 -0.0001
H 5.86898 -3.35123 5.06675 -0.0001
H 3.53052 -4.02060 4.60104 0.0003
H 2.05346 -2.53289 3.31174 -0.0009
S 1.67128 3.15093 -0.79149 0.3895
C 1.26103 2.37503 0.52582 0.5866
```